No. 1
{
  "formula": "C4H4N",
  "method": "the ωB97M-V functional and the def2-TZVPD basis",
  "charge": 1,
  "e_lumo_ev": [-7.946, -7.941],
  "orbital_gap_ev": [5.620, 5.615],
  "elements": ["C", "C", "C", "C", "N", "H", "H", "H", "H"],
  "coordinates": [[0.456, 0.403, -1.265], [-0.694, -0.832, 3.150], [0.518, 0.254, -2.499], [-0.943, -0.137, 2.104], [-0.832, 0.579, 1.113], [-0.472, 0.227, -3.062], [-0.401, -1.325, 3.977], [1.405, 0.411, -3.246], [0.964, 0.420, -0.272]],
  "mulliken_charge": [0.30, -0.47, -0.42, 0.59, -0.53, 0.31, 0.45, 0.35, 0.43]
}



No. 2
{
  "formula": "C34H103N5O15",
  "method": "the ωB97M-V functional and the def2-TZVPD basis",
  "charge": 0,
  "e_lumo_ev": 0.029,
  "orbital_gap_ev": 8.336,
  "elements": ["O", "H", "H", "O", "H", "H", "O", "H", "H", "C", "C", "O", "H", "H", "H", "H", "H", "H", "C", "C", "O", "H", "H", "H", "H", "H", "H", "C", "C", "O", "H", "H", "H", "H", "H", "H", "C", "C", "O", "H", "H", "H", "H", "H", "H", "C", "C", "O", "H", "H", "H", "H", "H", "H", "C", "C", "O", "H", "H", "H", "H", "H", "H", "C", "C", "O", "H", "H", "H", "H", "H", "H", "C", "C", "C", "O", "C", "N", "H", "H", "H", "H", "H", "H", "H", "H", "H", "H", "H", "C", "C", "C", "O", "C", "N", "H", "H", "H", "H", "H", "H", "H", "H", "H", "H", "H", "C", "C", "C", "O", "C", "N", "H", "H", "H", "H", "H", "H", "H", "H", "H", "H", "H", "C", "C", "C", "O", "C", "N", "H", "H", "H", "H", "H", "H", "H", "H", "H", "H", "H", "C", "C", "C", "O", "C", "N", "H", "H", "H", "H", "H", "H", "H", "H", "H", "H", "H"],
  "coordinates": [[0.716, 5.072, 0.387], [-0.021, 5.113, -0.223], [1.072, 4.191, 0.273], [0.499, -4.645, -2.635], [0.787, -5.556, -2.572], [0.395, -4.491, -3.574], [-1.678, -0.688, -4.354], [-1.335, -1.083, -3.553], [-1.139, -1.057, -5.054], [-3.483, 1.214, 4.215], [-4.278, 1.490, 2.994], [-3.978, 0.455, 2.116], [-2.408, 1.207, 4.034], [-3.748, 0.251, 4.652], [-3.669, 1.931, 5.014], [-3.953, 2.378, 2.453], [-5.342, 1.611, 3.198], [-4.529, 0.552, 1.336], [-4.224, 4.670, 0.365], [-4.629, 5.758, -0.611], [-3.633, 6.764, -0.661], [-4.916, 3.828, 0.339], [-3.895, 5.056, 1.330], [-3.257, 4.404, -0.061], [-5.574, 6.224, -0.333], [-4.723, 5.432, -1.647], [-3.946, 7.444, -1.262], [-4.249, -5.396, -0.825], [-3.528, -4.173, -1.326], [-3.029, -3.568, -0.181], [-4.807, -5.838, -1.651], [-4.918, -5.340, 0.033], [-3.454, -6.073, -0.511], [-4.172, -3.452, -1.829], [-2.733, -4.361, -2.048], [-3.735, -3.295, 0.408], [-1.173, -1.725, 2.556], [0.029, -0.938, 3.104], [0.934, -1.851, 3.707], [-1.958, -1.898, 3.292], [-0.818, -2.669, 2.142], [-1.554, -1.177, 1.694], [-0.242, -0.211, 3.870], [0.593, -0.416, 2.331], [1.524, -2.198, 3.033], [4.347, -2.832, 1.653], [2.987, -3.026, 0.940], [2.072, -3.639, 1.843], [4.857, -3.763, 1.898], [4.132, -2.201, 2.516], [5.093, -2.372, 1.005], [3.138, -3.567, 0.006], [2.570, -2.059, 0.659], [1.304, -3.832, 1.300], [-5.173, -0.338, -1.723], [-5.061, 0.980, -1.012], [-5.826, 1.030, 0.214], [-4.697, -1.176, -1.214], [-4.769, -0.313, -2.735], [-6.226, -0.618, -1.758], [-5.450, 1.712, -1.719], [-4.011, 1.142, -0.769], [-6.752, 1.004, -0.038], [4.004, -3.284, -2.866], [4.707, -3.894, -4.031], [3.971, -3.667, -5.206], [3.012, -3.599, -2.543], [3.973, -2.202, -2.993], [4.658, -3.365, -1.997], [4.777, -4.981, -3.985], [5.654, -3.365, -4.131], [4.412, -4.130, -5.922], [0.969, -6.460, 0.299], [-0.410, -5.784, 0.411], [-1.049, -6.189, 1.730], [-1.545, -7.559, 1.772], [-1.997, -7.880, 3.121], [-0.114, -4.365, 0.317], [1.477, -6.358, 1.258], [1.584, -5.982, -0.464], [0.873, -7.494, -0.033], [-1.114, -5.939, -0.406], [-1.951, -5.577, 1.717], [-0.406, -5.881, 2.554], [-2.848, -7.290, 3.458], [-1.134, -7.787, 3.780], [-2.327, -8.918, 3.171], [0.193, -4.361, -0.645], [-1.014, -3.928, 0.451], [5.021, 2.609, -4.210], [3.989, 1.561, -4.502], [2.536, 2.104, -4.620], [2.122, 2.490, -3.292], [0.772, 2.909, -3.224], [4.359, 1.019, -5.795], [4.850, 3.227, -3.328], [5.238, 3.360, -4.970], [5.946, 2.100, -3.939], [4.065, 0.762, -3.765], [1.930, 1.319, -5.072], [2.548, 2.973, -5.278], [0.511, 3.180, -2.201], [0.059, 2.250, -3.718], [0.700, 3.829, -3.803], [4.406, 1.793, -6.442], [5.333, 0.755, -5.831], [2.365, 2.604, 2.124], [3.100, 2.617, 0.803], [3.939, 1.411, 0.514], [4.743, 1.723, -0.642], [5.334, 0.575, -1.298], [2.017, 2.612, -0.117], [1.885, 3.569, 2.286], [3.087, 2.528, 2.937], [1.637, 1.820, 2.333], [3.654, 3.554, 0.744], [3.353, 0.494, 0.459], [4.548, 1.183, 1.389], [6.002, 0.966, -2.066], [4.590, -0.050, -1.794], [5.973, -0.031, -0.656], [1.481, 1.759, -0.048], [2.426, 2.613, -1.040], [1.098, -0.777, -2.257], [-0.178, -1.111, -1.440], [-1.104, 0.060, -1.053], [-0.407, 0.878, -0.161], [-1.137, 2.050, 0.219], [-0.924, -2.123, -2.226], [1.635, -1.689, -2.518], [1.734, -0.173, -1.608], [0.909, -0.128, -3.111], [0.093, -1.513, -0.464], [-2.014, -0.280, -0.558], [-1.468, 0.513, -1.975], [-1.271, 2.712, -0.636], [-0.472, 2.615, 0.872], [-2.085, 1.927, 0.744], [-1.597, -2.575, -1.623], [-0.289, -2.879, -2.437], [-1.295, 4.400, 3.359], [-1.165, 5.878, 3.680], [0.102, 6.182, 4.551], [-0.125, 5.545, 5.793], [0.924, 5.747, 6.734], [-1.020, 6.627, 2.461], [-2.135, 4.210, 2.691], [-1.422, 3.864, 4.299], [-0.402, 3.949, 2.925], [-2.063, 6.194, 4.211], [0.482, 7.177, 4.786], [0.956, 5.699, 4.077], [1.760, 5.111, 6.441], [0.699, 5.304, 7.704], [1.194, 6.797, 6.839], [-1.927, 6.601, 2.016], [-0.320, 6.183, 1.883]],
  "mulliken_charge": [-0.68, 0.37, 0.16, -0.57, 0.18, 0.18, -0.74, 0.32, 0.27, -1.11, 0.53, -0.36, -0.06, 0.36, 0.43, -0.34, 0.42, 0.18, -0.33, -0.52, -0.49, 0.21, 0.17, 0.00, 0.37, 0.31, 0.27, -1.22, -0.17, -0.34, 0.40, 0.31, 0.24, 0.34, 0.24, 0.18, 0.26, 0.45, -0.68, 0.41, -0.25, -0.39, 0.22, -0.45, 0.27, -1.44, 1.04, -0.67, 0.40, 0.36, 0.30, 0.09, -0.39, 0.16, -1.05, 0.47, -0.66, -0.09, 0.41, 0.44, 0.57, -0.37, 0.31, 0.36, -0.52, -0.53, -0.27, -0.29, 0.36, 0.35, 0.26, 0.31, -1.67, 0.67, -1.06, -0.43, -0.76, 1.79, 0.33, 0.39, 0.39, 0.39, 0.40, 0.56, 0.29, 0.34, 0.27, -0.75, -0.72, -1.79, 2.29, -0.98, -0.25, -0.68, -0.82, 0.31, 0.40, 0.48, -1.12, 0.37, 0.47, -0.12, 0.33, 0.47, 0.31, 0.28, -1.21, 0.46, -0.14, -0.38, -0.35, 0.55, 0.09, 0.63, -0.10, 0.51, -0.27, 0.55, 0.20, -0.13, 0.39, -0.73, -0.04, -0.89, 2.76, -1.64, 1.18, 0.27, -0.49, 0.18, -0.03, -0.12, -0.60, -0.11, 0.44, 0.33, -0.75, -0.17, -0.07, 0.05, -0.06, 0.18, -0.86, -0.31, -0.76, -0.72, -0.21, 0.47, -0.39, 0.43, 0.55, 0.21, 0.30, 0.25, 0.29, 0.27, 0.35]
}



No. 3
{
  "formula": "C16H15N5O3S",
  "method": "the ωB97M-V functional and the def2-TZVPD basis",
  "charge": 0,
  "e_lumo_ev": -1.167,
  "orbital_gap_ev": 7.115,
  "elements": ["N", "C", "N", "C", "N", "C", "O", "C", "C", "C", "C", "C", "C", "O", "H", "H", "H", "H", "S", "C", "N", "C", "C", "O", "N", "C", "C", "H", "C", "C", "H", "H", "H", "H", "H", "H", "H", "H", "H", "H"],
  "coordinates": [[-1.009, 2.696, 0.138], [-0.526, 1.505, 0.501], [-0.701, 0.206, -0.165], [-0.246, -0.845, 0.434], [0.615, -0.926, 1.485], [0.801, 0.258, 2.285], [1.616, 0.268, 3.090], [0.207, 1.361, 2.001], [0.159, 2.481, 2.835], [0.520, 2.686, 4.058], [0.434, 3.742, 4.975], [1.028, 3.432, 6.278], [1.335, 2.217, 6.024], [0.779, 1.592, 4.922], [1.576, 1.410, 6.887], [1.060, 4.278, 6.986], [0.344, 4.964, 4.366], [-0.379, 3.512, 2.317], [-0.812, -2.298, -0.590], [-1.573, -0.873, -1.625], [-1.211, 0.272, -1.200], [-2.267, -1.224, -2.807], [-1.341, -2.302, -3.718], [-1.820, -3.263, -4.042], [0.105, -2.053, -3.992], [0.592, -0.589, -3.885], [1.847, -0.324, -4.913], [2.492, 0.049, -4.449], [2.116, -1.799, -4.896], [0.813, -2.614, -4.962], [0.905, -3.766, -4.402], [0.556, -2.808, -5.868], [2.713, -2.157, -5.851], [2.879, -2.096, -4.101], [1.417, -0.037, -5.789], [-0.245, 0.141, -3.889], [1.139, -0.616, -2.791], [-2.557, -0.262, -3.530], [-3.064, -1.830, -2.693], [-1.512, 2.632, -0.573]],
  "mulliken_charge": [-0.69, 0.09, 1.42, 0.75, -0.73, 0.57, -0.49, 0.27, 0.03, 0.29, -0.18, -0.19, -0.50, -0.19, 0.25, 0.39, 0.16, 0.17, -0.08, 0.10, -1.78, -0.52, 0.20, -0.45, 0.43, -0.39, -1.13, 0.65, -0.50, -0.97, 0.27, 0.57, 0.34, 0.25, 0.41, 0.27, 0.06, 0.27, 0.35, 0.22]
}



No. 4
{
  "formula": "C33H35N7NiS3Se",
  "method": "the ωB97M-V functional and the def2-TZVPD basis",
  "charge": 0,
  "e_lumo_ev": [-0.414, -1.420],
  "orbital_gap_ev": [5.982, 5.015],
  "spin_multiplicity": 3,
  "elements": ["Ni", "C", "C", "N", "C", "S", "N", "N", "C", "C", "C", "C", "C", "C", "C", "N", "H", "H", "H", "H", "H", "H", "H", "H", "H", "H", "H", "H", "H", "S", "C", "N", "C", "C", "N", "C", "C", "C", "C", "C", "C", "C", "C", "S", "C", "C", "C", "C", "C", "C", "C", "H", "H", "H", "H", "H", "H", "H", "H", "H", "H", "H", "H", "H", "H", "H", "H", "H", "H", "Se", "C", "C", "C", "N", "C", "C", "H", "H", "H", "H"],
  "coordinates": [[-1.157, -1.656, -1.602], [-4.753, 3.380, -3.237], [-3.437, 3.020, -3.909], [-3.279, 1.582, -3.991], [-2.134, 0.879, -3.782], [-0.729, 1.622, -3.097], [-2.162, -0.364, -4.235], [-1.276, -1.187, -3.610], [-0.508, -1.900, -4.351], [-0.399, -1.729, -5.830], [0.185, -3.013, -3.658], [1.297, -3.658, -4.193], [1.861, -4.722, -3.511], [1.281, -5.149, -2.325], [0.187, -4.450, -1.860], [-0.338, -3.396, -2.485], [-4.880, 4.464, -3.202], [-4.777, 2.992, -2.217], [-5.604, 2.961, -3.779], [-2.593, 3.405, -3.344], [-3.398, 3.462, -4.910], [-4.028, 1.044, -4.399], [-0.722, -0.728, -6.101], [-1.044, -2.442, -6.352], [0.622, -1.882, -6.179], [1.723, -3.314, -5.124], [2.743, -5.214, -3.901], [1.670, -5.991, -1.769], [-0.307, -4.745, -0.938], [-2.403, 0.110, -0.700], [-1.597, 0.432, 0.752], [-1.753, 1.630, 1.392], [-1.097, 1.842, 2.673], [-1.153, 0.557, 3.464], [-0.455, -0.465, 2.707], [0.431, -1.370, 3.426], [1.647, -0.664, 3.980], [1.718, -0.351, 5.332], [2.815, 0.330, 5.848], [3.854, 0.703, 5.009], [3.787, 0.400, 3.653], [2.690, -0.276, 3.141], [-0.804, -0.578, 1.385], [-0.457, -2.037, 0.538], [-2.544, 2.742, 0.871], [-1.742, 4.023, 0.872], [-0.640, 4.148, 0.028], [0.116, 5.310, 0.032], [-0.221, 6.361, 0.880], [-1.317, 6.244, 1.720], [-2.071, 5.075, 1.716], [-1.602, 2.651, 3.201], [-0.051, 2.131, 2.533], [-2.199, 0.267, 3.616], [-0.674, 0.682, 4.433], [0.728, -2.165, 2.746], [-0.119, -1.824, 4.256], [0.912, -0.652, 5.994], [2.856, 0.566, 6.904], [4.715, 1.223, 5.409], [4.594, 0.691, 2.992], [2.636, -0.503, 2.081], [-3.446, 2.870, 1.479], [-2.848, 2.494, -0.143], [-0.390, 3.335, -0.642], [0.968, 5.398, -0.630], [0.363, 7.273, 0.873], [-1.586, 7.059, 2.381], [-2.931, 4.984, 2.372], [1.635, -1.668, -0.299], [2.572, -3.145, 0.475], [3.943, -3.195, 0.250], [4.662, -4.274, 0.736], [4.122, -5.280, 1.427], [2.810, -5.208, 1.648], [1.994, -4.176, 1.199], [4.449, -2.410, -0.300], [5.730, -4.337, 0.556], [2.376, -6.027, 2.210], [0.933, -4.196, 1.415]],
  "mulliken_charge": [-0.40, -1.17, -0.32, -0.10, 0.16, -0.41, -1.33, 0.70, 0.71, -1.25, 0.72, -0.54, -0.48, -0.60, -0.32, -0.25, 0.37, 0.21, 0.37, 0.21, 0.34, 0.30, 0.35, 0.28, 0.40, 0.24, 0.44, 0.41, 0.52, -0.40, 0.78, 0.12, -0.70, -0.95, 0.36, -0.59, 0.50, -0.26, -0.72, -0.36, -0.91, 0.11, 0.12, -0.34, -0.65, 0.24, -0.01, -0.70, -0.36, -0.66, -0.26, 0.55, 0.24, 0.33, 0.44, -0.29, 0.54, 0.41, 0.39, 0.39, 0.42, 0.31, 0.34, 0.01, 0.34, 0.42, 0.38, 0.38, 0.39, 0.15, 1.03, -0.83, -0.41, -0.62, -0.65, -0.17, 0.44, 0.38, 0.39, 0.45]
}